Molecular formula: C24H56N7O11
Method: DFT, ωB97M-V/def2-TZVPD

XYZ file:
```
98
Properties=species:S:1:pos:R:3:forces:R:3
O -25.684731 -5.134841 9.889871 0.2 -0.8 -0.1
O -23.239225 -6.487587 10.861617 -0.5 0.0 0.1
O -21.964633 -3.287177 8.238470 0.1 0.4 -0.2
O -26.649713 1.409491 9.591130 -1.0 0.5 -0.3
O -26.303705 -3.501616 6.268724 -0.3 0.5 -0.9
O -25.281840 0.314703 10.996436 0.9 -0.2 1.1
O -19.165083 1.850096 6.458066 -0.1 0.2 0.0
O -19.900043 -3.470985 3.856166 0.5 -0.3 -0.4
O -24.412923 1.661925 9.622387 0.6 0.3 -0.1
O -17.184814 -5.583445 8.532811 -0.4 0.7 0.0
O -19.792065 -1.910210 14.623570 -0.4 0.0 0.7
N -20.292294 -1.378471 4.554704 -1.4 0.4 0.1
N -26.587708 -4.530235 11.861863 0.0 -0.4 0.3
N -25.536630 -3.363419 4.142256 -0.9 -0.5 0.8
N -17.980597 -0.898540 13.747542 -0.6 0.2 -0.3
N -21.117967 -5.713161 10.910562 0.2 -0.4 0.8
N -19.497579 1.316796 8.625959 0.1 0.6 0.6
N -19.322055 -4.823423 8.440601 1.5 0.9 0.2
C -28.011222 -4.594709 9.879402 0.1 0.4 1.2
C -18.903339 1.149011 7.421525 0.1 0.1 0.1
C -19.215315 -1.488066 13.650387 0.7 -0.8 -0.3
C -22.251142 -2.338390 9.205810 0.9 -1.7 -0.6
C -26.660311 -4.858811 10.533845 -0.3 1.4 -0.2
C -24.417739 2.367663 8.398486 0.2 0.8 -0.5
C -26.017682 -2.802791 5.307967 0.4 -0.3 0.9
C -22.139115 -3.000835 4.460762 -0.8 0.5 0.4
C -17.909431 0.020158 7.326316 -0.6 0.2 -0.2
C -22.114015 -0.889732 8.730783 -0.5 0.4 1.0
C -23.589483 -2.616325 9.911014 -0.1 1.0 0.1
C -20.697357 -2.644506 4.251603 0.5 -0.2 0.6
C -25.574009 1.178262 10.047788 0.3 -1.0 -0.3
C -17.979458 -4.635763 8.481535 0.6 -1.1 -0.1
C -21.880954 -7.210305 12.688054 0.6 -0.1 -0.5
C -25.380179 -4.759158 12.629892 -0.3 0.4 0.4
C -22.162578 -6.439316 11.407262 0.0 0.1 -0.5
C -17.410897 -0.545198 15.022968 0.9 0.5 -0.2
C -26.266108 -0.446194 11.673182 -0.6 0.3 0.3
C -19.731143 -1.656423 12.246628 -0.1 1.2 -0.4
C -21.183632 -0.301356 5.006187 1.0 0.0 -0.3
C -20.432303 2.383006 8.931007 -1.1 -0.9 -0.3
C -17.497549 -3.206571 8.416631 -1.3 0.2 -0.4
C -26.090974 -1.296879 5.342816 0.5 0.1 -1.1
H -20.222952 -5.917443 11.316474 0.2 0.4 -0.2
H -25.006433 -5.763828 12.463303 0.2 0.1 -0.2
H -27.006126 -0.915379 5.779080 0.0 -0.1 0.3
H -18.348735 -0.700384 6.634647 0.1 -0.1 0.1
H -21.757178 -6.511331 13.514187 -0.1 -0.1 0.1
H -16.978678 -1.415805 15.512113 -0.3 0.0 0.3
H -17.005303 0.417413 6.872213 0.2 -0.1 0.2
H -22.835674 -0.554484 7.974371 0.0 -0.5 -0.2
H -22.731053 -2.554725 3.650646 0.0 -0.2 0.1
H -25.197298 -0.933385 5.851284 -0.2 0.0 0.4
H -25.642482 -4.656573 13.686422 0.0 0.0 0.0
H -24.909746 -2.898301 3.516345 0.0 0.1 0.0
H -23.903943 -1.808275 10.596051 0.4 -0.1 0.1
H -22.351284 -0.248223 9.599021 0.4 0.1 -0.1
H -16.508397 -3.048745 8.822904 0.0 -0.1 0.3
H -27.861859 -3.694598 9.286465 -0.1 -0.3 -0.6
H -28.348451 -5.473245 9.344661 0.0 0.1 -0.4
H -24.958106 3.314207 8.470938 -0.3 -0.2 0.0
H -22.550759 -2.654736 5.414497 0.3 0.3 0.0
H -20.798222 -1.848760 12.243985 0.0 -0.2 0.1
H -22.674358 -7.929310 12.848911 -0.2 0.1 0.2
H -20.732619 0.628844 4.656142 -0.2 0.1 0.2
H -20.061488 3.380213 8.715827 0.1 0.0 0.1
H -21.442614 -2.555470 9.957744 -0.3 1.0 0.5
H -19.579964 -0.680853 11.759294 -0.2 -0.2 -0.2
H -22.295214 -4.072202 4.510510 0.3 -0.1 -0.4
H -16.573584 0.135346 14.835105 0.0 -0.1 -0.1
H -17.677120 -0.414934 12.921544 0.2 0.0 0.1
H -19.174081 0.836144 9.444447 0.2 -0.4 -0.3
H -27.198155 0.119783 11.719788 -0.2 -0.3 -0.4
H -23.389800 2.631339 8.157636 0.1 -0.2 0.3
H -23.503378 -3.541227 10.474546 -0.3 -0.2 -0.3
H -26.010902 -0.917101 4.315814 -0.2 0.1 0.2
H -28.754406 -4.314967 10.636761 -0.1 -0.3 -0.1
H -24.401911 -2.636652 9.180591 0.1 -0.6 -0.2
H -19.950645 -4.013188 8.370057 -0.9 -0.6 -0.3
H -18.085638 0.011236 15.671187 -0.3 -0.4 0.1
H -21.233735 -0.272831 6.087152 -0.2 0.0 0.3
H -21.102745 -0.688418 8.384830 0.0 0.0 -0.1
H -17.767442 -0.460318 8.287908 0.4 -0.1 0.0
H -20.782038 2.238586 9.954658 0.5 0.4 0.2
H -19.222032 -2.380676 11.614011 0.1 -0.2 0.4
H -19.317859 -1.158703 4.483695 0.2 -0.2 -0.2
H -22.179862 -0.372453 4.586620 -0.1 -0.2 -0.1
H -21.200182 -5.040832 10.156060 -0.3 -0.2 -0.2
H -27.350231 -4.079056 12.325846 -0.3 -0.1 -0.1
H -21.371914 2.198490 8.397626 0.3 0.3 -0.4
H -18.296823 -2.599863 8.858430 0.5 0.2 0.3
H -24.780233 1.779703 7.559454 -0.3 -0.2 0.2
H -17.513605 -2.894627 7.367942 0.2 -0.2 0.0
H -24.630608 -4.001178 12.401823 0.3 -0.3 -0.1
H -20.950021 -7.774209 12.554548 0.0 0.1 0.2
H -25.474146 -4.362969 4.272215 0.5 0.0 -0.4
H -19.566040 -5.787202 8.302616 -0.7 0.1 0.0
H -25.973567 -0.596337 12.714428 0.5 0.2 -0.2
H -26.337260 -1.437726 11.228942 -0.3 0.1 -0.3
```
Positions in Å, forces in eV/Å.

Calculated values
- net charge = -1
- frontier orbital gap (hartree) = 0.2055

---

Molecular formula: C35H48AsBrF6Ge2IrN2OP
Method: DFT, ωB97M-V/def2-TZVPD

XYZ file:
```
98
Properties=species:S:1:pos:R:3:forces:R:3
Ir -0.486224 -0.463762 0.423779 0.2 0.0 0.1
Br -0.129956 -2.359362 -6.042050 0.0 0.0 0.0
As -1.575970 1.647624 0.003222 -0.1 0.4 0.1
Ge 1.694661 -0.216710 -0.740248 0.0 0.0 0.1
Ge 2.217228 0.195016 2.130105 -0.3 -0.2 -0.2
P 0.285066 -4.277438 1.391778 -0.1 -0.2 0.2
F -0.205302 -3.893069 2.868771 -0.1 0.2 -0.1
F 0.182921 -5.811338 1.641174 0.0 -0.1 0.0
F 0.349367 -2.405484 1.097141 0.0 0.0 -0.1
F 1.784111 -4.132940 1.896457 0.1 0.1 -0.1
F 0.792196 -4.421157 -0.101236 -0.1 0.2 -0.1
F -1.232010 -4.133443 0.868933 0.0 0.1 0.0
O -0.782372 0.263088 2.522897 0.0 0.0 0.0
N -2.482721 -1.248413 0.291804 -0.2 -0.3 0.1
N -2.529135 -0.792914 3.487177 -0.1 0.0 0.0
C 3.218292 -2.710798 -0.436773 0.0 -0.1 0.0
C -4.386731 -1.699889 -1.099567 0.0 0.0 0.0
C 1.846336 -1.281505 3.303902 0.1 0.0 0.1
C -0.078916 -0.468371 -3.937352 0.0 0.0 0.0
C -2.168692 2.387957 -1.723048 0.0 0.1 -0.1
C -0.125103 -0.083723 -2.595319 0.0 -0.1 -0.1
C 2.750853 -1.727187 -1.298251 0.1 0.0 -0.1
C 3.966359 0.180829 1.285376 0.2 -0.1 0.0
C 1.827239 2.645581 -1.455604 -0.1 0.0 0.1
C -1.033152 4.523802 0.544684 0.0 0.0 0.0
C -5.030979 -2.333193 -0.051228 0.0 0.0 0.0
C -3.980749 2.857992 1.241427 0.0 0.0 0.0
C -0.769200 3.099562 1.023253 0.1 0.1 0.0
C 3.044271 -1.814091 -2.662731 0.0 -0.1 0.0
C -0.228526 -1.800181 -4.254088 0.0 0.0 0.0
C -2.420674 -1.973476 2.644972 0.0 -0.1 -0.1
C 1.935950 1.975465 2.807948 -0.1 0.1 0.0
C -1.290377 3.141742 -2.719469 -0.1 0.0 0.0
C -3.128647 -1.179532 -0.888455 0.0 0.0 0.1
C 2.468775 1.408493 -1.468935 0.0 0.0 0.0
C 2.458491 3.783620 -1.930287 0.0 0.0 0.0
C -1.678324 1.233529 4.501482 0.0 0.0 0.0
C -4.380216 -2.404576 1.166177 0.0 0.0 0.0
C 3.765504 -2.891483 -3.152519 0.0 0.0 0.0
C 3.768811 1.335446 -1.970922 0.1 0.0 0.0
C -0.496035 -2.351396 -1.927781 0.1 0.0 0.1
C 3.753882 3.698711 -2.424385 0.0 0.0 0.0
C -3.378844 1.535954 0.777129 0.0 0.0 0.0
C 4.214199 -3.877729 -2.283946 0.0 0.0 0.0
C 3.948411 -3.783000 -0.926436 0.0 0.0 0.0
C -0.310284 -1.006480 -1.554785 0.0 0.1 -0.2
C -3.116985 -1.858208 1.317194 0.1 0.0 0.0
C -0.454410 -2.742284 -3.245586 0.0 0.0 0.0
C -1.645435 0.190448 3.428043 0.1 0.1 0.0
C 4.405965 2.475107 -2.444976 0.0 0.0 0.0
H -2.093724 4.760884 0.502954 0.0 0.0 0.0
H 4.649877 0.019768 2.128076 -0.1 0.0 0.1
H 0.811134 2.728871 -1.089290 0.0 0.0 0.1
H -0.036569 0.966482 -2.375230 0.0 0.0 0.0
H 4.250757 4.584724 -2.795942 0.0 0.0 0.0
H -0.594190 -3.783166 -3.505327 0.0 0.0 0.0
H -1.373387 -2.182498 2.492727 0.1 -0.1 0.0
H -4.838424 -2.903914 2.008805 0.0 0.0 0.0
H -2.558853 1.154699 5.135113 0.0 0.0 0.0
H -0.683344 3.911124 -2.250417 0.0 0.0 -0.1
H -4.986252 2.681221 1.623441 0.0 0.0 0.0
H 4.295301 0.389102 -1.994160 0.0 0.0 0.0
H -1.947549 3.644294 -3.429997 0.0 0.0 0.0
H 4.185544 1.148870 0.842177 0.0 0.0 0.0
H -1.141817 2.953530 2.038082 0.0 0.0 0.0
H -4.010706 1.081192 0.012051 0.0 0.0 0.0
H 3.008150 -2.661455 0.620791 0.0 0.0 0.1
H 1.944095 4.736355 -1.918441 0.0 0.0 0.0
H 2.640916 2.086711 3.638137 0.0 -0.1 0.0
H 0.929922 2.129778 3.178472 0.0 0.1 0.0
H 0.295104 2.894631 1.054828 0.1 0.0 0.0
H -4.841493 -1.613053 -2.075990 0.0 0.0 0.0
H -0.790519 1.115424 5.125100 0.0 0.0 0.0
H -3.187106 -0.799323 4.250801 0.0 0.0 0.0
H 4.780267 -4.716588 -2.666441 0.0 0.0 0.0
H 0.075966 0.268537 -4.714707 0.0 0.0 0.0
H -0.694388 -3.095820 -1.177642 0.1 -0.1 0.1
H 2.353663 -2.184738 2.976129 0.0 0.0 0.0
H 4.299006 -4.547881 -0.246553 0.0 0.0 0.0
H -3.402353 3.315209 2.044145 0.0 0.0 0.0
H -2.938500 3.075583 -1.363757 0.0 0.0 0.0
H 5.413216 2.401777 -2.832712 0.0 0.0 0.0
H -3.341430 0.830125 1.602735 0.0 0.0 0.0
H 0.786383 -1.480963 3.373343 -0.1 -0.1 0.0
H -4.073905 3.583546 0.434231 0.0 0.0 0.0
H -2.605274 -0.691496 -1.695088 0.0 0.0 0.0
H -1.642672 2.226063 4.054817 0.0 0.0 0.0
H 2.718434 -1.042200 -3.347744 -0.1 0.0 -0.1
H -0.568213 5.227503 1.235559 0.0 0.0 0.0
H -6.014469 -2.764720 -0.179294 0.0 0.0 0.0
H 2.220742 -0.998214 4.291806 0.0 0.0 0.0
H -2.707967 1.577246 -2.216683 0.0 0.0 0.0
H -2.834148 -2.814842 3.194663 0.0 0.0 0.0
H 4.161062 -0.619454 0.576593 0.0 0.1 0.0
H 3.983484 -2.956072 -4.210596 0.0 0.0 0.0
H -0.607891 4.709749 -0.438878 0.0 0.0 0.0
H -0.641036 2.496113 -3.300514 0.1 0.0 0.0
H 2.200240 2.720451 2.060979 0.0 0.0 0.0
```
Positions in Å, forces in eV/Å.

Calculated values
- net charge = +2
- frontier orbital gap (hartree) = 0.2661